<1>
Below is a gas-phase ion, C7H12N3 (charge +1), with properties calculated with the ωB97M-V functional and the def2-TZVPD basis.

Gap between HOMO and LUMO: 8.1 eV
Net charge: +1
LUMO level: -5.67 eV
Structure (SMILES): [H]/N=C/N=C/C=[NH+]\[C@@H]1C[C@@H]1C
HOMO: -13.776 eV

Last column: Löwdin charge in e.
Element x y z (Å)
1 H 4.99382 -0.62962 -0.29464  0.07
2 N 4.05889 -0.26799 -0.30657  0.17
3 C 3.07941 -0.80037 0.24650  -0.29
4 N 1.91561 -0.10098 0.43015  0.11
5 C 1.38651 0.69358 -0.37323  -0.13
6 C 0.33581 1.65919 -0.32546  0.03
7 N -0.88453 1.66525 0.10299  0.17
8 C -1.69642 0.77825 0.86429  -0.17
9 C -1.27718 -0.50991 1.46074  -0.02
10 C -2.15281 -0.59739 0.18331  -0.17
11 C -1.62403 -1.03113 -1.16634  -0.04
12 H 2.99714 -1.68187 0.78595  0.10
13 H 1.81150 0.81874 -1.52097  0.20
14 H 0.62498 2.38733 -0.98478  0.12
15 H -1.41232 2.44708 -0.27857  0.19
16 H -2.60475 1.11595 1.40923  0.17
17 H -0.28510 -0.66325 1.42743  0.05
18 H -1.60250 -0.89090 2.34535  0.09
19 H -3.12656 -0.90905 0.19655  0.10
20 H -1.74798 -0.22917 -1.82318  0.07
21 H -2.20050 -1.82340 -1.46039  0.05
22 H -0.58899 -1.43033 -0.91836  0.11


<2>
Below is a gas-phase ion, C7H12N3 (charge +1), with properties calculated with the ωB97M-V functional and the def2-TZVPD basis.

Gap between HOMO and LUMO: 9.3 eV
Net charge: +1
LUMO level: -3.80 eV
Structure (SMILES): CNCn1ccccc1=[NH2+]
HOMO: -13.115 eV

Last column: Löwdin charge in e.
Element x y z (Å)
1 C 1.06103 2.62685 -1.28622  -0.05
2 N 0.69654 1.15793 -1.26047  -0.09
3 C 1.30732 0.40363 -0.09789  -0.15
4 N 0.32035 -0.55066 0.25234  -0.02
5 C 0.54891 -1.87117 0.01278  0.01
6 C -0.40455 -2.85370 0.26900  -0.02
7 C -1.65143 -2.43272 0.80872  -0.04
8 C -1.84819 -1.09652 1.05014  -0.01
9 C -0.87870 -0.14200 0.76314  -0.30
10 N -1.05710 1.15979 0.90702  0.18
11 H 0.49441 3.10566 -2.09777  0.10
12 H 0.81231 2.92326 -0.29739  0.05
13 H 2.13195 2.63209 -1.44410  0.08
14 H 1.07855 0.67423 -2.00714  0.07
15 H 2.17723 -0.09872 -0.59662  0.15
16 H 1.52017 1.07128 0.77790  0.15
17 H 1.54880 -2.00939 -0.25734  0.12
18 H -0.32520 -3.94532 0.21915  0.12
19 H -2.42938 -3.29239 1.14771  0.18
20 H -2.84552 -0.84972 1.57537  0.16
21 H -0.24384 1.85377 0.84756  0.12
22 H -2.01366 1.53382 0.71408  0.16


<3>
Below is a gas-phase ion, C7H12N3 (charge +1), with properties calculated with the ωB97M-V functional and the def2-TZVPD basis.

Gap between HOMO and LUMO: 8.6 eV
Net charge: +1
LUMO level: -3.64 eV
Structure (SMILES): N[C@H]1[NH+]=CNC2=C1CCC2
HOMO: -12.234 eV

Last column: Löwdin charge in e.
Element x y z (Å)
1 N -1.87619 1.44452 0.95449  0.10
2 C -1.52136 0.03137 0.71477  -0.32
3 N -2.40234 -0.25768 -0.43589  0.12
4 C -1.97027 -0.28777 -1.66356  -0.10
5 N -0.70488 -0.20674 -1.93414  0.11
6 C 0.26083 -0.13329 -1.00202  -0.15
7 C -0.12043 -0.22337 0.43955  -0.07
8 C 1.14835 -0.09018 1.26684  -0.11
9 C 2.09708 -0.82063 0.32340  -0.15
10 C 1.78704 -0.18477 -1.08507  -0.09
11 H -1.07890 2.10385 0.95978  0.11
12 H -2.41426 1.57067 1.77875  0.07
13 H -1.88925 -0.65419 1.48322  0.16
14 H -3.41059 -0.31666 -0.28314  0.18
15 H -2.85745 -0.25217 -2.40008  0.20
16 H -0.42810 -0.27355 -2.98930  0.24
17 H 1.27949 0.93605 1.35838  0.10
18 H 1.04454 -0.47634 2.24683  0.12
19 H 3.11296 -0.60051 0.59669  0.11
20 H 1.85847 -1.83856 0.29717  0.10
21 H 2.17717 -0.57748 -2.02087  0.10
22 H 2.29540 0.92711 -1.04747  0.18


Relative energies, unit kJ/mol: <1> 360.6; <2> 0.0; <3> 25.9